52
Properties=species:S:1:pos:R:3:lowdin_charge:R:1 method="wB97M-V/def2-TZVPD" orbital_gap_ha=0.4034 mol_weight_g_mol=408.36 homo_energy_ev=-10.98 relative_energy_kcal_mol=19.0 energy_ha=-1526.99108
C -4.718 0.274 -4.881 -0.027
C -4.318 0.573 -3.449 -0.311
C -2.758 0.492 -3.215 -0.095
O -2.425 1.834 -2.994 0.053
C -3.494 2.586 -2.737 -0.585
O -3.503 3.719 -2.393 0.169
O -4.611 1.890 -3.026 0.095
H -4.017 0.830 -5.512 0.092
H -5.725 0.632 -5.095 0.087
H -4.631 -0.787 -5.100 0.087
H -4.807 -0.191 -2.840 0.145
H -2.216 -0.052 -3.980 0.127
H -2.632 -0.048 -2.271 0.126
C -1.530 1.698 0.122 -0.021
C -1.231 2.589 1.286 -0.314
C -1.655 4.031 1.150 -0.069
O -2.424 4.258 2.340 0.072
C -2.580 3.122 3.052 -0.576
O -3.194 2.990 4.054 0.169
O -1.898 2.109 2.478 0.079
H -0.949 0.774 0.165 0.075
H -1.151 2.131 -0.808 0.090
H -2.585 1.455 0.014 0.104
H -0.188 2.543 1.615 0.148
H -2.212 4.202 0.229 0.131
H -0.800 4.698 1.251 0.135
C 2.265 -0.953 -0.011 -0.022
C 1.907 0.379 -0.690 -0.307
C 3.025 0.982 -1.604 -0.045
O 2.359 1.064 -2.872 0.067
C 1.141 0.529 -2.854 -0.580
O 0.425 0.397 -3.782 0.177
O 0.840 0.156 -1.596 0.053
H 3.201 -0.851 0.540 0.090
H 2.272 -1.733 -0.764 0.098
H 1.513 -1.045 0.776 0.080
H 1.591 1.131 0.033 0.137
H 3.872 0.322 -1.778 0.135
H 3.226 2.013 -1.323 0.134
C 2.934 -3.933 1.950 -0.012
C 3.377 -3.466 3.323 -0.323
C 2.729 -4.223 4.495 -0.099
O 3.777 -4.259 5.449 0.071
C 4.955 -3.918 4.878 -0.561
O 5.987 -3.929 5.438 0.187
O 4.786 -3.603 3.556 0.073
H 2.126 -3.332 1.541 0.065
H 2.635 -4.979 1.978 0.084
H 3.794 -3.827 1.287 0.091
H 3.226 -2.408 3.560 0.153
H 2.430 -5.238 4.240 0.131
H 1.863 -3.627 4.776 0.136


87
Properties=species:S:1:pos:R:3:lowdin_charge:R:1 method="wB97M-V/def2-TZVPD" orbital_gap_ha=0.3010 mol_weight_g_mol=574.70 homo_energy_ev=-7.98 energy_ha=-2107.88221
C -1.145 4.526 1.933 -0.080
C -0.926 3.291 1.061 -0.220
N -0.811 2.034 1.823 -0.077
C -0.756 0.873 0.927 -0.174
C -0.947 -0.435 1.701 -0.082
C -2.401 -0.895 1.769 -0.258
O -2.529 -2.254 2.221 0.062
C -3.702 -2.750 1.729 -0.489
O -3.889 -3.929 1.615 0.129
C -4.537 -1.572 1.258 -0.350
P -6.010 -1.969 0.215 1.012
C -7.288 -2.503 1.434 -0.429
C -6.835 -3.590 2.408 -0.157
C -6.701 -0.305 -0.223 -0.398
C -6.142 0.958 0.461 -0.144
C -3.369 -0.793 0.569 -0.222
C -3.013 -1.489 -0.772 -0.101
C -1.608 -2.028 -0.986 -0.157
O -0.770 -0.970 -1.493 -0.010
C 0.410 -1.304 -2.053 -0.515
C 1.099 -2.535 -1.523 0.025
O 0.883 -0.582 -2.898 0.099
C 0.249 2.101 2.770 -0.473
C 1.600 1.496 2.461 0.011
O 0.076 2.643 3.845 0.079
H -1.845 4.282 2.731 0.080
H -0.215 4.891 2.366 0.072
H -1.589 5.309 1.317 0.074
H -0.056 3.436 0.402 0.125
H -1.787 3.179 0.397 0.115
H 0.177 0.826 0.356 0.110
H -1.538 1.024 0.185 0.113
H -0.300 -1.218 1.302 0.108
H -0.623 -0.297 2.737 0.121
H -2.855 -0.257 2.542 0.159
H -4.825 -0.961 2.122 0.123
H -7.645 -1.641 2.011 0.078
H -8.117 -2.859 0.819 0.072
H -6.487 -4.479 1.887 0.069
H -7.654 -3.845 3.082 0.071
H -6.010 -3.235 3.028 0.060
H -7.765 -0.375 0.018 0.064
H -6.633 -0.193 -1.305 0.061
H -5.773 0.750 1.466 0.058
H -6.912 1.722 0.558 0.071
H -5.320 1.387 -0.114 0.061
H -3.624 0.256 0.448 0.115
H -3.194 -0.771 -1.578 0.133
H -3.696 -2.318 -0.955 0.084
H -1.190 -2.448 -0.073 0.114
H -1.654 -2.828 -1.728 0.136
H 1.081 -2.542 -0.431 0.089
H 2.129 -2.509 -1.872 0.092
H 0.603 -3.431 -1.897 0.096
H 1.816 1.415 1.396 0.080
H 2.350 2.147 2.907 0.099
H 1.660 0.504 2.912 0.068
N 3.177 -0.447 -5.118 0.019
C 3.088 0.757 -5.752 -0.130
C 4.167 0.873 -6.591 -0.128
C 4.939 -0.315 -6.449 -0.137
C 4.298 -1.107 -5.532 -0.135
H 2.514 -0.786 -4.441 0.108
H 2.268 1.425 -5.558 0.110
H 4.378 1.712 -7.234 0.091
H 5.855 -0.558 -6.962 0.094
H 4.546 -2.081 -5.145 0.105
N 1.597 0.422 5.961 0.017
C 1.389 0.188 7.290 -0.138
C 2.290 -0.760 7.699 -0.113
C 3.075 -1.112 6.569 -0.113
C 2.624 -0.365 5.513 -0.151
H 1.073 1.077 5.402 0.113
H 0.622 0.714 7.832 0.106
H 2.378 -1.155 8.697 0.088
H 3.879 -1.828 6.536 0.088
H 2.947 -0.326 4.488 0.089
N 7.462 1.750 -5.585 0.013
C 8.082 2.743 -6.290 -0.144
C 9.374 2.835 -5.844 -0.119
C 9.538 1.857 -4.826 -0.119
C 8.340 1.206 -4.691 -0.144
H 6.505 1.462 -5.702 0.097
H 7.555 3.296 -7.048 0.103
H 10.118 3.524 -6.206 0.086
H 10.432 1.655 -4.260 0.086
H 8.039 0.403 -4.040 0.104


16
Properties=species:S:1:pos:R:3:lowdin_charge:R:1 method="wB97M-V/def2-TZVPD" orbital_gap_ha="0.2481 / 0.2992" mol_weight_g_mol=216.00 homo_energy_ev="-7.68 / -8.35" relative_energy_kcal_mol=101.0 energy_ha=-797.29983
C -1.287 -0.664 0.942 -0.125
C 0.221 -0.405 -1.708 -0.224
C 0.193 -0.953 0.860 -0.404
C 0.833 -0.307 -0.336 -0.881
P 0.158 2.694 -0.230 0.619
I 2.865 0.016 -0.241 0.845
H -1.235 0.470 1.041 0.036
H -1.590 -1.177 1.901 0.094
H -1.805 -0.980 0.031 0.069
H 0.938 -0.490 -2.405 -0.016
H -0.427 -1.405 -1.892 0.128
H -0.530 0.425 -1.935 0.066
H 0.282 -2.117 0.838 0.141
H 0.818 -0.673 1.728 0.080
H 1.320 3.103 0.523 -0.216
H -0.754 2.463 0.882 -0.211